No. 1
This record from the OMol25 dataset describes one molecule with the formula C4H7NO in a non-equilibrium geometry. The level of theory is ωB97M-V/def2-TZVPD.

CARTESIAN COORDINATES (ANGSTROEM)
C: -1.27795 -0.85055 -0.59396
C: -0.27551 -0.18187 0.29853
C: 0.92949 0.36255 -0.56263
N: 1.92452 1.21852 0.05924
C: 2.69165 0.21171 0.13127
O: 3.55121 -0.56087 0.29953
H: -2.07762 -1.18291 0.05382
H: -0.78459 -1.59819 -1.23432
H: -1.88111 -0.30983 -1.43303
H: -0.00144 -1.00546 0.99364
H: -0.65194 0.51258 1.09430
H: 0.49958 0.50666 -1.53621
H: 1.97061 2.06166 0.50743

## Properties
energy = -286.47958 Eh
SMILES string = CC[C@H]1NC1=O
HOMO = -7.976 eV
molecular weight = 85.1 g/mol
ΔE to the lowest compared entry with this formula, charge and spin = 95.43 kcal per mole

No. 2
This record from the OMol25 dataset describes C31H31FN3V as an isolated structure in a non-equilibrium geometry. The level of theory is ωB97M-V/def2-TZVPD.

CARTESIAN COORDINATES (ANGSTROEM)
C: 0.95860 -3.30927 -3.11500
H: 0.39962 -4.06056 -3.68298
H: 1.64988 -3.86361 -2.45477
H: 1.56171 -2.80818 -3.88275
C: 0.01285 -2.32625 -2.44742
C: -1.35195 -2.14386 -2.78078
H: -1.74261 -2.82439 -3.55234
C: -2.18683 -1.21272 -2.16489
C: -3.67626 -1.30349 -2.45700
H: -4.26010 -1.71606 -1.60625
H: -3.90568 -1.95209 -3.33429
H: -4.04334 -0.27888 -2.64646
C: -2.75926 0.33986 -0.44014
C: -2.97084 1.74517 -0.45293
C: -3.83428 2.36367 0.49658
H: -3.99500 3.45619 0.47759
C: -4.38666 1.61783 1.51138
H: -4.98856 2.11476 2.29943
C: -4.23200 0.22630 1.56453
H: -4.62765 -0.34567 2.39684
C: -3.44047 -0.40455 0.54671
C: 1.69744 -0.85067 -1.23217
C: 2.53218 -0.63998 -2.38074
C: 3.78750 -0.15034 -2.22382
H: 4.34892 0.11400 -3.11893
C: 4.43751 -0.06877 -0.97431
H: 5.43895 0.32390 -0.84665
C: 3.66221 -0.38729 0.17164
H: 4.09505 -0.25146 1.16760
C: 2.35605 -0.85873 0.10483
C: 0.70224 1.88115 -2.51088
H: -0.17941 1.42789 -2.99254
C: 1.68568 2.48852 -3.32987
H: 1.63000 2.36447 -4.44162
C: 2.78613 3.36721 -2.87129
H: 3.75011 3.47526 -3.52678
C: 2.60459 3.65783 -1.53663
C: 1.71088 2.97786 -0.57900
H: 1.90185 3.62010 0.23503
C: 0.56015 2.07221 -1.02928
H: -0.47015 2.09088 -0.51030
N: -1.76520 -0.26306 -1.28811
N: 0.43575 -1.61371 -1.39016
V: 0.39417 0.29963 -0.66363
H: -3.40713 -1.48756 0.56998
H: -2.60875 2.39270 -1.24733
H: 2.01484 -0.82338 -3.36303
H: 1.86070 -1.38532 0.96676
F: 3.04149 4.66101 -0.88882
C: -0.38412 3.11785 1.68921
C: -0.74782 2.00377 2.59277
C: -1.42835 2.18994 3.75445
C: -1.84105 1.12558 4.50510
C: -1.56306 -0.17238 4.13972
C: -0.88703 -0.46984 2.99248
C: -0.61512 -1.86947 2.53228
C: -0.56399 0.65246 2.18394
N: -0.02510 0.42666 0.96837
H: 0.52926 2.90331 1.12518
H: -0.19794 4.01847 2.28457
H: -1.16838 3.34426 0.94346
H: -1.69803 3.19178 4.01583
H: -2.37710 1.31797 5.38665
H: -1.88374 -0.96634 4.76002
H: 0.44367 -2.04808 2.27905
H: -0.82403 -2.54949 3.37069
H: -1.26942 -2.13389 1.67661

## Properties
energy = -2407.18852 Eh
charge = +2
HOMO (alpha / beta) = -13.610 / -13.609 eV
molecular weight = 515.6 g/mol
ΔE to the lowest compared entry with this formula, charge and spin = 34.99 kcal per mole

No. 3
This record from the OMol25 dataset describes C52H57Cl3N6OPtS as an isolated structure in a non-equilibrium geometry. The level of theory is ωB97M-V/def2-TZVPD.

CARTESIAN COORDINATES (ANGSTROEM)
Pt: -1.15043 -0.70027 -0.41673
C: -3.92263 -2.88707 4.26107
C: -2.58993 -2.27357 4.70447
C: -2.07703 -1.34497 3.65287
C: -2.11853 0.03673 3.62867
C: -2.63483 0.94663 4.69767
C: -1.55933 1.34393 5.71067
C: -1.63863 0.43493 2.34677
C: -1.43013 1.76053 1.91937
C: -1.19663 2.16463 0.62117
C: -1.01723 3.52653 0.16287
C: -0.90873 4.74033 1.02797
C: 0.54487 5.06773 1.37967
C: -0.97433 3.48513 -1.20153
C: -1.17913 2.10663 -1.58383
C: -1.48313 1.66543 -2.85493
C: -1.75413 0.33433 -3.20433
N: -1.42153 -0.74187 -2.42683
C: -1.69833 -1.85557 -3.16033
C: -1.36063 -3.16387 -2.76653
C: -1.07873 -3.54757 -1.47643
N: -1.15783 -2.73017 -0.38413
C: -1.06673 -3.52247 0.72617
C: -1.29853 -3.08707 2.01207
C: -1.57643 -1.75977 2.38547
N: -1.36133 -0.66937 1.59417
C: -0.86173 -4.89777 0.31927
C: -0.85223 -4.90947 -1.04233
C: -0.70733 -6.08097 -1.95783
C: -2.06493 -6.61967 -2.41873
C: -0.70673 -6.05727 1.24757
C: 0.71067 -6.13677 1.81537
C: -2.30993 -1.49247 -4.39403
C: -2.33583 -0.11147 -4.42563
C: -2.96913 0.78133 -5.43963
C: -4.38463 1.16823 -4.99703
C: -2.91403 -2.46817 -5.35083
C: -4.18423 -3.09407 -4.76173
N: -1.24233 1.33143 -0.46123
C: -0.74183 4.61493 -2.15563
C: -1.99233 5.44593 -2.45503
H: -4.66413 -2.10657 4.10627
H: -4.30263 -3.58267 5.00597
H: -3.79813 -3.41877 3.32097
H: -1.86553 -3.07257 4.88887
H: -2.73013 -1.73387 5.64257
H: -3.44803 0.44533 5.22807
H: -3.04913 1.84843 4.24067
H: -1.98853 1.97433 6.48697
H: -0.75583 1.89053 5.22317
H: -1.13403 0.45953 6.17837
H: -1.49533 2.52223 2.68107
H: -1.48473 4.59333 1.94367
H: -1.34493 5.59063 0.50197
H: 0.96417 4.29843 2.01927
H: 0.60757 6.01953 1.89917
H: 1.14877 5.13063 0.47767
H: -1.57313 2.40773 -3.63343
H: -1.37043 -3.92367 -3.53333
H: -1.30203 -3.82227 2.80257
H: -0.16223 -6.87647 -1.44523
H: -0.12093 -5.78957 -2.83233
H: -2.65283 -6.94927 -1.56523
H: -1.92673 -7.46227 -3.09383
H: -2.62803 -5.84867 -2.93893
H: -0.92903 -6.98177 0.71207
H: -1.42433 -5.97227 2.06717
H: 1.43037 -6.25387 1.00887
H: 0.80257 -6.98327 2.49207
H: 0.95297 -5.22677 2.35707
H: -3.01433 0.27703 -6.40763
H: -2.37123 1.68743 -5.56763
H: -4.99293 0.27613 -4.86383
H: -4.86343 1.80713 -5.73653
H: -4.35033 1.69753 -4.04693
H: -2.19463 -3.25967 -5.58223
H: -3.15953 -1.96427 -6.28723
H: -3.95983 -3.58967 -3.81963
H: -4.61233 -3.82507 -5.44533
H: -4.93113 -2.32727 -4.56723
H: -0.35453 4.21373 -3.09503
H: 0.02177 5.28163 -1.74683
H: -2.77363 4.82903 -2.88963
H: -1.74863 6.23933 -3.15953
H: -2.38393 5.90383 -1.55043
Cl: 2.41517 2.88663 6.63727
C: 3.04227 2.49953 5.08507
C: 2.22387 2.59633 3.97047
C: 2.75267 2.31483 2.72567
C: 4.07657 1.91833 2.56947
C: 4.63787 1.67483 1.18357
C: 4.63497 0.15693 0.84207
N: 3.45727 -0.19297 0.09837
C: 3.36967 -0.28517 -1.26263
C: 2.05127 -0.48507 -1.55053
N: 1.33797 -0.50767 -0.39333
C: 2.20127 -0.32707 0.57587
O: 5.95127 2.18603 1.08227
C: 6.09887 3.33253 0.26917
C: 5.96887 3.01033 -1.19183
C: 6.85717 2.21683 -1.86483
Cl: 8.25917 1.48823 -1.21133
S: 6.41897 1.99523 -3.52833
C: 5.02017 2.97213 -3.30383
C: 4.90897 3.43153 -2.03223
C: 4.86137 1.77073 3.71307
Cl: 6.47637 1.18103 3.61657
C: 4.35637 2.07883 4.96677
H: 1.19477 2.90023 4.07637
H: 2.12477 2.39663 1.85107
H: 3.99007 2.17373 0.44787
H: 4.68687 -0.43507 1.75857
H: 5.52047 -0.05327 0.23817
H: 4.23407 -0.21987 -1.89143
H: 1.57287 -0.60677 -2.50173
H: 1.96287 -0.29327 1.61937
H: 7.10637 3.69613 0.49047
H: 5.37287 4.10903 0.54467
H: 4.36477 3.14503 -4.13183
H: 4.10527 4.05933 -1.69143
H: 4.98487 1.98883 5.83787

## Properties
energy = -4317.65880 Eh
HOMO = -6.564 eV
molecular weight = 1115.6 g/mol
ΔE to the lowest compared entry with this formula, charge and spin = 32.64 kcal per mole

No. 4
This record from the OMol25 dataset describes a 2-piece molecular cluster, CH3IO2 overall in a non-equilibrium geometry. The level of theory is ωB97M-V/def2-TZVPD.

CARTESIAN COORDINATES (ANGSTROEM)
C: -0.95720 -0.46254 0.61770
O: 0.05014 0.18710 0.54564
O: 1.59421 -0.61881 -1.90140
I: 1.19995 0.99998 -2.61044
H: -1.74871 -0.29850 -0.09575
H: -1.33585 -1.22140 1.36653
H: 0.61111 1.26193 -1.04534

## Properties
energy = -487.89182 Eh
HOMO = -8.482 eV
molecular weight = 173.9 g/mol
ΔE to the lowest compared entry with this formula, charge and spin = 116.11 kcal per mole

No. 5
This record from the OMol25 dataset describes one molecule with the formula C3H2FNOS in a non-equilibrium geometry. The level of theory is ωB97M-V/def2-TZVPD.

CARTESIAN COORDINATES (ANGSTROEM)
C: 1.06174 -0.09805 -0.80564
C: -1.21099 -0.45429 -0.18494
C: 1.62617 0.63400 0.16276
N: -0.28215 -0.25263 -1.03678
O: -2.40315 0.68664 2.00567
F: 2.83455 0.53211 0.66551
S: -1.22643 -0.13829 1.61914
H: 1.78539 -0.46320 -1.62358
H: -2.18513 -0.44630 -0.80214

## Properties
energy = -743.35391 Eh
HOMO (alpha / beta) = -9.170 / -9.362 eV
molecular weight = 119.1 g/mol
ΔE to the lowest compared entry with this formula, charge and spin = 116.30 kcal per mole

No. 6
This record from the OMol25 dataset describes one molecule with the formula C5H7Cl in a non-equilibrium geometry. The level of theory is ωB97M-V/def2-TZVPD.

CARTESIAN COORDINATES (ANGSTROEM)
C: -1.73635 -1.26402 0.54431
C: -1.87849 -0.09872 -0.36688
C: -1.12254 1.06584 -0.49509
C: 0.03220 1.55063 0.32271
C: 1.17293 0.77684 0.42922
Cl: 1.69365 -0.73434 -0.25281
H: -2.69001 -1.37943 1.06565
H: -0.87958 -1.15910 1.23432
H: -1.64929 -2.29995 -0.16825
H: -2.57786 -0.28728 -1.11670
H: -1.31291 1.82408 -1.21984
H: -0.37992 2.38081 0.87890
H: 1.89097 1.22114 1.01823

## Properties
energy = -654.81522 Eh
SMILES string = C/C=C\C=C/Cl
HOMO = -8.882 eV
molecular weight = 102.6 g/mol
ΔE to the lowest compared entry with this formula, charge and spin = 47.25 kcal per mole